Record 1
C5H17N2Si | ωB97M-V/def2-TZVPD

Geometry (Å):
C (0.8942, -2.5517, -0.2028)
C (-0.2354, -1.0982, 2.2523)
C (2.4532, 0.2063, 0.5578)
C (-0.6643, 2.1045, -0.9229)
C (-1.0009, 1.0002, 0.0289)
N (-0.2956, 1.4753, -2.2034)
N (-2.2692, 0.2443, -0.5817)
Si (0.8590, -0.8742, 0.7371)
H (0.1521, -3.0996, 0.3238)
H (0.8561, -2.4220, -1.2635)
H (1.8215, -3.0358, 0.0074)
H (-1.2009, -0.7231, 1.9503)
H (-0.3083, -2.1217, 2.5538)
H (-0.1271, -0.4063, 3.0030)
H (3.4087, -0.2394, 0.8397)
H (2.6836, 0.5179, -0.5039)
H (2.3665, 1.1036, 1.1512)
H (-1.3307, 3.0059, -1.0794)
H (0.1609, 2.5569, -0.4099)
H (-1.3152, 1.2113, 1.1535)
H (0.4308, 0.8560, -2.0005)
H (0.1262, 2.0918, -2.9360)
H (-3.1900, 0.7737, -0.6469)
H (-1.8911, 0.1686, -1.5397)
H (-2.3844, -0.7444, -0.2682)

Calculated values
* highest occupied orbital energy: -12.65 eV
* calculated total energy: -16310.172 eV
* 2S+1: 1
* lowest unoccupied orbital energy: -3.0 eV
* energy relative to the best compared isomer or geometry (same formula, charge and spin): 244.50 kJ/mol
* total charge: +1

Atom charges from the natural (NBO) analysis, given in e for atoms 1 to 6:
1. C -1.118
2. C -1.135
3. C -1.145
4. C -0.322
5. C -0.337
6. N -0.859

Record 2
C5H17NO2 | ωB97M-V/def2-TZVPD

Geometry (Å):
C (-0.9760, -0.1340, -2.0523)
C (-2.0799, 0.6381, -1.3582)
C (0.4639, 0.1617, -1.6207)
N (0.6507, 0.1307, -0.1685)
C (1.9865, 0.6014, 0.3201)
C (1.8446, 1.7051, 1.3617)
H (-1.0730, 0.1696, -3.0992)
H (-1.1447, -1.1972, -1.8814)
H (-2.9840, 0.7552, -1.9589)
H (-2.3756, 0.1652, -0.4162)
H (-1.9102, 1.7125, -1.1571)
H (0.9115, -0.8187, -1.9337)
H (1.0550, 0.9264, -2.1325)
H (-0.0882, 0.7416, 0.1491)
H (2.5810, 0.8316, -0.5742)
H (2.2904, -0.3791, 0.6950)
H (2.0000, 1.3357, 2.3776)
H (0.8114, 2.0371, 1.2475)
H (2.5344, 2.5427, 1.2578)
H (0.6363, -1.1752, 1.6829)
H (0.1847, -2.1041, 2.7226)
O (0.6239, -2.1324, 1.8642)
H (-2.7236, -2.2622, 1.3316)
H (-1.2637, -1.8545, 1.4610)
O (-1.9553, -2.3970, 1.8819)

Calculated values
* highest occupied orbital energy: -9.08 eV
* calculated total energy: -11044.591 eV
* 2S+1: 1
* lowest unoccupied orbital energy: 0.8 eV
* energy relative to the best compared isomer or geometry (same formula, charge and spin): 160.74 kJ/mol
* total charge: 0

Atom charges from the natural (NBO) analysis, given in e for atoms 1 to 6:
1. C -0.412
2. C -0.632
3. C -0.223
4. N -0.654
5. C -0.240
6. C -0.632